Record 1
# C34H44CoN6O8S3Se

C34H44CoN6O8S3Se as an isolated structure at a distorted geometry (wB97M-V/def2-TZVPD, the OMol25 dataset).

```
97
Properties=species:S:1:pos:R:3:forces:R:3
C -1.519840 -3.061945 -5.099868 -0.085 0.015 0.098
H -2.146402 1.504297 6.835668 -0.072 -0.028 -0.053
S -0.635981 -2.525274 2.229778 -0.819 0.053 0.274
C -1.094145 1.135241 4.297721 -0.329 0.112 0.129
C -0.529292 1.408389 -5.791928 0.024 -0.012 0.132
S 2.417558 -2.303708 1.029727 0.370 0.645 0.212
O 1.681206 -0.945069 3.800956 0.152 0.511 0.668
C 3.369592 -3.427834 -3.986753 0.047 0.028 0.033
C -1.802922 -0.176521 -3.391944 -0.283 -0.123 -0.124
C 2.292170 1.338073 -5.543507 -0.002 -0.017 0.024
C -3.187468 0.621425 3.862387 1.430 0.219 -0.195
H -2.777578 3.948020 6.954303 0.055 -0.091 0.105
C -2.776571 -1.014627 -4.229244 0.165 -0.048 0.111
C 1.895387 1.260590 0.687149 -0.093 -0.223 0.130
H 3.495819 -3.377422 -5.072886 0.001 -0.008 -0.017
C 2.924303 2.125266 0.369041 0.058 0.181 -0.074
H -1.607376 1.462965 -5.866130 -0.009 -0.046 -0.020
H 5.371773 -2.812886 -3.490474 -0.006 0.007 0.025
C -0.437903 -5.212215 1.718714 0.152 0.204 0.106
C 2.374694 -5.041859 0.901967 -0.201 0.063 -0.023
H 3.368982 1.341114 -5.439333 0.006 -0.074 0.027
C 0.607297 -0.755842 -3.132324 -0.146 -0.879 -0.249
N -1.072712 0.419912 3.189508 0.347 0.162 -0.126
N 1.872462 0.614733 1.856466 1.319 1.169 -0.330
H 2.341507 -3.165906 -3.736857 -0.052 0.006 -0.017
C -2.575315 -2.531610 -4.132212 0.094 0.070 -0.112
H -4.426041 4.137443 2.328848 -0.027 0.044 -0.037
Se 0.480204 -2.063948 -1.919267 -0.104 -0.176 -0.023
N -2.357147 1.313376 4.768303 -0.213 -0.257 -0.123
C 0.287096 -3.883617 1.652125 0.636 -0.435 -0.385
H -0.071147 1.797343 6.046638 0.071 0.007 0.007
S -2.856375 4.566523 4.699479 0.687 0.571 0.414
H 1.768073 -5.849382 0.480958 0.035 -0.025 -0.006
H -2.273985 -2.785043 -3.114633 -0.054 -0.009 0.047
H -3.751179 1.820595 6.176717 -0.139 0.010 0.074
H 2.843370 -5.416005 1.819967 0.070 -0.054 -0.034
C 0.084383 0.639829 -4.818298 -0.022 0.075 -0.140
H -5.073264 5.079864 5.182357 -0.019 -0.062 0.026
O 0.039433 -0.092629 0.306952 -0.254 0.946 -0.228
C 3.946361 1.574944 2.466617 0.171 0.185 -0.003
H -1.498846 -5.035640 1.892413 -0.033 -0.073 0.002
C 1.672699 2.093543 -6.539264 0.000 0.096 0.013
C 4.345334 -2.493801 -3.278944 -0.125 0.019 -0.099
O -5.244031 0.927264 4.821444 0.541 0.424 0.271
C 1.566113 -3.802702 1.212903 -0.561 -0.140 0.056
C 3.958657 2.301385 1.280734 -0.192 -0.128 0.081
C 2.881340 0.735362 2.724734 -0.234 -0.219 -0.001
H -2.610459 -0.504239 2.048057 0.122 -0.045 -0.043
H -1.787095 -0.528526 -2.359192 0.030 0.028 0.005
H 0.940555 1.047229 4.811445 -0.036 -0.077 -0.009
C -4.627430 4.411128 4.447427 0.241 -0.128 -0.019
C 0.753128 0.824767 -0.210355 -0.477 -0.342 -0.040
H -4.648323 5.823550 2.806246 -0.056 -0.012 -0.029
N -4.554905 0.440686 3.906600 -1.330 -0.194 0.272
C 0.290967 2.128542 -6.660277 -0.031 0.054 -0.049
H -4.916026 3.383702 4.646308 -0.051 -0.240 0.085
O 0.625712 1.331503 -1.333959 0.123 0.219 0.047
H 3.526620 -4.459904 -3.667808 -0.013 -0.026 -0.026
H -0.558060 -2.587410 -4.913419 0.061 -0.026 -0.005
H -1.388002 -4.136525 -4.964695 0.035 -0.016 -0.057
H -0.322722 -5.769315 0.784677 -0.051 -0.085 0.038
C 0.092665 1.706461 4.972745 0.138 -0.049 -0.001
N 1.781746 -0.276224 -3.677569 -0.269 0.285 0.045
H -3.780656 -0.763303 -3.874924 -0.004 0.052 -0.035
O -2.139924 4.184535 3.513085 -0.251 -0.436 -0.057
H -0.051778 -5.828373 2.539820 -0.075 -0.108 -0.011
O 3.499870 -0.149201 4.861947 0.107 0.288 -0.067
O -2.620245 5.908999 5.198446 -0.227 -0.205 0.082
H 4.769156 2.987237 1.065981 0.044 -0.045 -0.035
C -4.955535 4.798435 3.013525 0.110 -0.026 -0.055
H -1.809787 -2.873205 -6.138137 0.013 0.001 -0.009
H -2.710860 -0.707924 -5.280050 -0.098 0.037 -0.007
C 1.483639 0.595093 -4.702276 0.026 0.075 -0.093
H 4.189591 -2.574181 -2.199273 0.070 -0.005 0.021
H 3.323945 0.754308 -2.791404 -0.071 -0.011 0.018
C 2.705729 -0.195625 3.917970 -0.229 -0.531 0.095
C -2.346978 3.482666 6.068972 -0.485 -0.123 -0.589
H 2.281272 2.675684 -7.220606 0.009 -0.007 0.006
Co 0.665959 -0.725367 2.083065 0.112 -1.512 -0.178
H -2.133855 0.867094 -3.392069 0.073 -0.002 0.043
C -2.339663 0.100392 2.898689 -0.542 0.045 0.228
C 4.185174 -1.025273 -3.689462 -0.072 -0.056 0.193
H 0.327882 2.688719 4.556550 -0.021 0.014 -0.001
C -2.693695 1.981912 6.017891 -0.008 0.297 -0.184
H 4.756921 1.630438 3.180594 -0.061 -0.019 0.066
H -6.024996 4.695286 2.835267 -0.015 0.044 0.050
H 4.036565 -0.958565 -4.772774 0.063 0.045 -0.016
H -1.268081 3.633702 6.064431 -0.036 0.149 0.039
H 5.112770 -0.493676 -3.456353 -0.011 0.015 -0.021
O -5.072218 -0.224930 3.030139 0.150 -0.117 -0.370
H 2.849743 -0.756932 -1.997262 0.007 0.040 0.035
H -3.528477 -3.031551 -4.333750 0.008 0.001 0.020
C 3.043884 -0.289595 -2.965530 0.299 -0.090 -0.089
H 3.165215 -4.782116 0.198808 0.044 -0.088 -0.025
H 2.901649 2.632091 -0.586668 -0.037 -0.022 -0.010
N -0.430688 -0.195154 -3.852154 0.321 0.257 0.089
H -0.160189 2.730941 -7.439428 -0.008 0.005 0.009
```
Forces are in eV/Å.

Summary:
* expectation value of S²: 0.758
* largest force on an atom: 1.79 eV/A
* charge: -2
* multiplicity: 2
* HOMO level (spin up / spin down): 0.218 / 0.248 eV
* ΔE to the lowest compared entry with this formula, charge and spin: 2.175 eV



Record 2
# C34H44F25N6O17S

A 7-piece molecular cluster, C34H44F25N6O17S overall at a distorted geometry (wB97M-V/def2-TZVPD, the OMol25 dataset).

```
127
Properties=species:S:1:pos:R:3:forces:R:3
H -0.900915 -1.092208 4.542347 1.161 -0.786 -1.840
O 2.884130 -2.683260 0.535864 -1.569 -2.114 -0.691
H 4.981712 -2.612749 -7.669433 0.090 -0.167 0.398
F 0.771911 1.280425 -5.987926 -0.930 -0.059 0.994
O -1.095389 1.804376 -3.108519 0.805 -0.366 -2.582
H 4.883420 5.132437 3.894096 0.030 -0.173 -0.015
F 7.660204 -0.440439 4.558979 -0.105 1.129 -0.501
H 0.313788 -1.017542 0.308796 -1.608 -0.196 1.735
H -2.467174 1.231519 -0.128186 0.760 -2.383 -0.747
F 1.333168 -5.789069 0.507797 0.190 1.490 -0.140
H -8.525732 1.960027 2.737596 0.084 -0.314 -0.125
N 0.516001 1.456960 3.748300 -1.903 -1.756 -5.554
H 6.365293 4.468225 3.179107 -0.126 -0.007 0.181
O -7.510022 0.131745 2.618599 0.756 -0.422 -2.055
F 0.709802 -4.049267 1.662940 0.829 -0.209 -0.902
F 8.004609 -3.983249 -3.159427 -1.043 0.414 -1.113
O 0.600767 1.155795 5.054979 3.024 -1.510 -2.002
F 0.565565 -0.104327 -4.317676 -0.858 1.097 -0.278
H 4.349910 -4.097012 -2.591902 -0.877 -0.228 0.706
H -8.111890 1.182824 4.264078 0.243 -0.239 -0.287
H -0.086887 -3.496550 5.434512 1.955 1.643 0.423
C 0.761449 -2.680453 5.601884 -0.020 -0.504 0.482
F -6.364956 -2.002106 1.369883 -0.242 1.319 -0.401
C 7.776412 0.502571 3.580170 1.096 -2.315 -0.975
H 4.805126 3.821554 2.690789 -0.059 0.054 0.183
O 3.027499 -4.333508 -1.052449 -1.759 0.675 1.895
N 0.272660 1.463160 1.244447 1.527 4.177 5.315
N 1.078132 -2.084160 4.236107 -1.812 1.189 0.223
O -5.192000 -3.034134 -5.009545 0.860 1.389 -1.171
H 6.340397 -3.683481 -1.172204 -0.354 -0.211 0.507
C 6.856920 -3.875599 -3.886782 0.336 -1.465 1.839
C -1.666924 4.783872 4.728733 -1.881 -0.509 1.718
H 5.517036 -5.174172 -0.650275 -0.008 0.113 -0.152
F 7.034714 0.049769 2.527839 0.347 0.754 0.882
H -4.657906 -2.556931 -3.040924 -0.092 0.065 -0.304
C 2.445483 -3.706691 0.020168 2.777 1.465 -1.165
O 2.167970 4.950068 2.981456 -5.415 -2.837 2.616
H -1.033166 0.389376 -1.036445 -2.457 -0.603 0.943
H -7.597647 -2.946921 -3.881929 0.155 -0.063 0.140
C 5.433003 3.185849 4.658328 -0.250 0.721 0.150
F -0.982698 -0.007789 -5.850364 0.380 0.949 0.887
H -0.575417 4.411448 -3.025422 -0.177 0.034 -0.062
H -10.546263 0.936276 3.862036 0.161 -0.061 -0.059
O 5.968230 -3.338664 -6.034061 1.141 0.008 1.772
S 1.151532 4.251183 3.966342 10.347 2.244 1.610
O -4.574508 -0.830141 -4.842998 -0.186 -2.020 -1.923
C -5.458385 -3.057747 -3.597606 -0.307 -0.013 0.706
F -4.050459 5.444440 5.626392 4.070 0.991 -3.725
F -4.295443 -0.766660 -7.632634 -0.223 -1.005 1.161
C 7.057264 -3.155566 -5.220038 0.704 1.817 -2.781
C -6.815375 -2.449278 -3.299464 -0.221 0.232 -0.199
C -0.132276 0.758807 -5.108776 1.352 -1.871 -1.536
H -0.898250 -2.589290 3.389950 1.458 2.402 0.283
H 1.739052 -3.202970 6.043199 -2.325 1.255 -0.991
C -2.999853 5.785266 4.595651 -3.405 1.729 0.156
H 4.422099 2.971641 5.019590 0.233 -0.294 -0.111
C 4.216094 -3.716893 -1.574098 0.472 -0.005 -0.232
C -0.295194 5.449180 4.125545 -1.195 4.254 -0.332
O -1.298752 2.838893 -5.146908 0.761 -1.891 0.796
H 4.091318 -2.630518 -1.649574 -0.166 -0.221 0.192
C -2.051728 3.894287 -4.527021 -0.372 0.647 0.340
O 5.971881 1.946340 4.170150 1.655 -0.720 -0.171
H 0.323074 -1.876720 6.363596 0.979 -1.637 -1.459
H -5.454275 -4.108817 -3.291732 0.098 0.112 -0.410
N 0.747145 2.720757 3.228281 0.793 4.430 -3.233
F -5.197814 -0.241628 0.826218 -1.315 0.303 -0.317
C 6.012623 -2.671274 -7.305955 0.066 0.316 -0.858
H -0.438534 -2.468610 1.257978 -0.077 3.034 -0.105
F 6.385984 -5.147373 -4.039611 0.342 1.210 -0.211
F -3.669142 5.605625 3.269221 2.697 0.765 4.675
F 0.194903 6.565925 5.011444 -1.743 -4.310 -3.005
C -0.265503 -1.620763 3.683458 -1.042 -0.601 1.658
C -0.488967 -1.289913 1.116776 -0.725 -1.528 -0.649
H -2.603851 4.400808 -5.325092 0.247 -0.360 -0.066
N -0.296370 1.828946 5.796858 0.703 2.621 6.191
C -1.125002 4.883399 -3.846299 0.363 -0.064 0.139
H -1.689000 5.728726 -3.441406 0.027 -0.123 -0.111
F -1.479294 4.592236 6.207680 -0.358 0.176 -5.196
O 8.089623 2.812934 4.345642 -1.464 -2.565 -0.831
C -6.432720 -0.809390 0.710048 0.644 -2.207 -1.106
H 6.824936 -2.994239 -9.283614 -0.050 -0.036 0.163
O 1.960390 4.093978 5.312844 -4.993 -0.274 -4.683
C -8.473576 0.991763 3.248696 -0.748 0.487 0.453
F -3.312725 -2.676280 -7.254228 -0.880 0.549 0.727
H 5.329907 -3.698131 0.286230 -0.018 0.019 -0.161
C 0.183674 0.639647 2.521102 -0.464 -0.030 -0.125
C -2.110355 0.182268 -0.567943 0.755 0.840 -0.228
F -6.587373 -1.116293 -0.608934 -0.042 0.825 1.657
C 0.647679 2.857597 1.697971 -1.670 -7.788 2.059
C 5.423076 -4.086439 -0.733160 0.109 -0.114 0.718
O -2.818847 -0.444501 1.791880 -0.201 -0.624 -1.178
F -5.449049 -2.614853 -7.689454 0.683 0.557 1.035
C -0.872777 1.834695 -4.314873 -1.682 2.131 1.531
C 7.338041 1.885912 4.060121 -0.317 2.981 1.168
F -0.572424 6.114319 2.797550 0.860 -2.763 4.391
C 6.853390 -3.457950 -8.293273 0.323 -0.245 0.106
H -2.793440 3.487276 -3.830111 0.289 -0.125 -0.116
H 7.897603 -3.513304 -7.968969 -0.156 0.141 -0.071
H -9.753493 -0.657731 3.805958 0.027 0.211 0.072
F 5.958426 -3.232638 -3.086690 1.571 0.535 -2.242
H 6.491578 -4.488287 -8.373020 -0.087 0.198 -0.053
O -8.322461 0.749165 0.563034 2.243 -1.859 1.129
C -2.035679 -0.938016 0.627140 -1.278 0.332 -0.464
H -7.055041 -2.536865 -2.235744 0.060 -0.107 -0.308
C 1.169288 -4.435923 0.439343 -1.624 -1.837 0.569
H -3.814246 -0.430688 1.560783 2.973 -0.239 0.470
H 1.651101 -1.213620 4.310839 -0.357 -1.144 0.311
H 6.373990 -1.642453 -7.194524 0.068 -0.282 0.187
H -2.583837 -1.942466 0.287914 1.625 2.014 0.510
F 9.075554 0.465929 3.169428 -1.414 0.569 0.590
C -4.454589 -1.970102 -7.012777 0.346 -0.087 -2.787
H -2.840489 -0.075261 -1.447188 1.404 0.232 1.800
C -7.536571 0.101132 1.247282 -2.525 2.326 0.937
O 8.032518 -2.475570 -5.523767 -2.124 -1.763 1.293
F 0.145415 -4.222269 -0.436371 0.963 0.195 0.455
H -6.843223 -1.389412 -3.572464 0.087 -0.135 0.138
C -4.744906 -1.840817 -5.517732 -0.384 0.436 3.058
C -9.830495 0.317135 3.313446 -0.131 -0.288 -0.280
C 5.365369 4.214347 3.545601 0.292 0.052 -0.274
H 0.822107 3.790102 1.012550 -0.272 -1.804 1.872
H -10.230711 0.134593 2.310887 0.048 0.164 0.144
F -2.674725 7.217126 4.815693 -0.918 -5.319 -1.018
H 6.010539 3.552107 5.514941 0.077 -0.178 -0.268
O 0.261403 2.018932 6.879312 -3.012 -0.966 -4.085
H -0.377680 5.260484 -4.552115 -0.219 0.019 0.027
F -2.066406 3.519685 4.027275 1.857 3.968 2.419
N -0.163088 -0.687926 2.497959 0.858 1.937 -0.866
```
Forces are in eV/Å.

Summary:
* largest force on an atom: 10.71 eV/A
* charge: +1
* HOMO level: -12.447 eV
* ΔE to the lowest compared entry with this formula, charge and spin: 14.980 eV



Question: What is the charge in the second record?
Answer: +1



Question: Look up the largest force on an atom of the second one.
Answer: 10.71 eV/A